Density functional theory data (the ωB97M-V functional and the def2-TZVPD basis) for C16H44FeN4O4 as an isolated structure in a non-equilibrium geometry.

Computed properties:
Energy above the lowest of the compared OMol25 structures with the same formula, charge and spin: 0.0 kcal/mol
E_HOMO (alpha / beta): -18.43 / -18.43 eV
Expectation value of S²: 8.75
Charge: +3
2S+1: 6

Positions of all 69 atoms, in Å:
Fe (-0.39210, 0.23745, -0.03518)
C (-0.76095, 4.38885, 1.20343)
C (-0.96629, 3.03505, 0.48775)
C (-0.85288, 3.11759, -1.02883)
O (-0.92173, 1.73595, -1.52020)
C (-1.19558, 1.78237, -2.93450)
N (-0.00308, 2.01860, 0.99462)
H (0.11970, 4.96278, 0.90980)
H (-0.64745, 4.12371, 2.25710)
H (-1.59110, 5.08451, 1.09590)
H (-1.96864, 2.67450, 0.70714)
H (0.10054, 3.56419, -1.30826)
H (-1.74660, 3.62261, -1.38818)
H (-1.42076, 0.77137, -3.27754)
H (-0.44514, 2.22905, -3.58627)
H (-2.12822, 2.31818, -3.12913)
H (-0.05219, 2.12525, 2.01714)
H (0.93315, 2.45299, 0.91987)
C (3.54217, -1.01711, -0.52910)
C (2.73860, 0.19682, -0.07921)
C (3.71709, 1.44087, -0.10693)
O (2.92080, 2.64388, -0.14681)
C (3.74624, 3.78662, -0.49120)
N (1.50718, 0.35581, -0.94405)
H (3.05969, -1.99154, -0.56057)
H (4.43421, -1.25448, 0.06467)
H (4.05242, -0.82031, -1.47965)
H (2.48442, 0.05999, 0.96946)
H (4.35487, 1.43403, -0.99064)
H (4.22054, 1.48725, 0.85591)
H (4.20670, 3.56450, -1.45421)
H (4.51032, 4.03229, 0.24535)
H (3.08272, 4.64362, -0.58995)
H (1.73586, 1.33094, -1.21849)
H (1.74982, -0.03331, -1.85976)
C (-4.58510, -0.87763, -0.12874)
C (-3.09235, -1.02551, 0.05111)
C (-2.44203, -1.52655, -1.24441)
O (-1.00235, -1.24556, -1.12123)
C (-0.27166, -1.94861, -2.15611)
N (-2.45492, 0.29118, 0.40234)
H (-4.99577, -0.03652, 0.43791)
H (-5.11163, -1.75933, 0.24193)
H (-4.92469, -0.77838, -1.16109)
H (-2.82587, -1.76434, 0.80868)
H (-2.76735, -0.91683, -2.09457)
H (-2.52786, -2.56582, -1.54844)
H (0.75663, -1.63452, -2.30012)
H (-0.69117, -1.84059, -3.15828)
H (-0.26483, -2.98958, -1.83702)
H (-2.98106, 0.38838, 1.29217)
H (-3.09070, 0.99145, -0.01128)
C (1.91923, -2.28225, 2.57491)
C (0.84291, -2.29324, 1.51070)
C (-0.11513, -3.45184, 1.79319)
O (-1.08040, -3.47195, 0.74945)
C (-1.90360, -4.64821, 0.77688)
N (0.07648, -0.97048, 1.56063)
H (2.56573, -3.16391, 2.49463)
H (1.53937, -2.35345, 3.59560)
H (2.68092, -1.50784, 2.46329)
H (1.24539, -2.49977, 0.52368)
H (-0.58593, -3.34765, 2.77652)
H (0.41311, -4.40595, 1.74734)
H (-2.36293, -4.80066, -0.19491)
H (-2.68065, -4.57393, 1.54205)
H (-1.29850, -5.51130, 1.05980)
H (0.61970, -0.48813, 2.29070)
H (-0.72730, -1.09554, 2.19321)